one.
DFT (wB97M-V/def2-TZVPD) results for a cluster of 2 separate species, CH8NO2 in total.

```
12
Properties=species:S:1:pos:R:3:mulliken_charge:R:1
O -0.5258 -2.3988 -0.4452 -0.66
H -0.4487 -0.7986 0.0444 0.30
H -1.2162 -2.8364 -0.9626 0.31
H 0.2073 -3.0207 -0.3544 0.32
N -0.6070 0.1463 0.4502 -0.28
C 0.5282 1.0689 0.6554 -0.25
O 0.7127 1.6632 -0.5854 -0.49
H -1.2534 0.6120 -0.1885 0.38
H -1.2099 0.0461 1.2494 0.37
H 1.3939 0.4875 0.9694 0.33
H 0.2484 1.7818 1.4228 0.33
H 1.5516 2.1207 -0.5642 0.33
```

Calculated values
E_HOMO, eV: -15.845
Molar mass, g/mol: 66.08
Total charge: +1
E_LUMO, eV: -3.39
Frontier orbital gap, eV: 12.455



two.
DFT (wB97M-V/def2-TZVPD) results for a cluster of 3 separate species, CH8NO2 in total.

```
12
Properties=species:S:1:pos:R:3:mulliken_charge:R:1
C -0.6702 0.6943 -0.1442 -0.05
N -0.7914 0.1910 1.0266 -0.08
H -0.7825 1.7645 -0.2621 0.31
H -0.5076 0.0200 -0.9743 0.25
H -0.5600 -0.7993 1.1758 0.31
H -1.2409 0.7826 1.7194 0.27
H 0.5467 -2.4314 2.2342 0.33
H 0.3486 -3.2850 1.0495 0.32
O 0.0817 -2.4318 1.3863 -0.69
H 1.7887 1.9709 -1.6984 0.34
H 1.1527 1.3316 -3.0005 0.33
O 0.9840 1.8258 -2.1926 -0.65
```

Calculated values
E_HOMO, eV: -15.492
Molar mass, g/mol: 66.08
Total charge: +1
E_LUMO, eV: -5.00
Frontier orbital gap, eV: 10.496



Which of them is the most stable? Correct choice: one.